1.
Molecular formula: C10H17FNO
Method: DFT, the ωB97M-V functional and the def2-TZVPD basis

The value obtained for the LUMO energy (alpha / beta) is -2.618 / -7.366 eV. The value obtained for the orbital gap (alpha / beta) is 8.18 / 5.66 eV. As for the total charge: +1. The total energy is -620.54421 Ha. As for the multiplicity: 3. As for the molecular weight: 186.25 g/mol. Its HOMO energy (alpha / beta) is -10.794 / -13.026 eV.

Cartesian coordinates (Å):
C -1.22 1.22 -1.77
C -1.02 0.09 -0.91
C 0.63 -2.54 2.95
C 1.52 -2.31 2.00
C -1.01 2.45 -2.57
C -3.53 1.11 -0.48
C 2.01 0.63 0.76
C -0.41 -0.87 -0.31
C 1.29 -2.52 0.53
C 1.07 -1.31 -0.44
N -2.23 0.81 -1.07
O 1.98 -0.20 -0.42
F 1.19 3.11 -0.65
H 1.01 -2.52 3.93
H -0.38 -2.83 2.80
H 2.57 -2.03 2.32
H -1.43 2.27 -3.59
H 0.06 2.59 -2.66
H -1.51 3.35 -2.11
H -4.23 0.46 -0.94
H -3.41 0.93 0.61
H -3.73 2.21 -0.66
H 2.51 1.54 0.57
H 2.60 0.18 1.58
H 1.07 0.78 1.29
H 1.96 2.60 -0.28
H -1.01 -1.42 0.40
H 0.49 -3.13 0.48
H 2.09 -3.05 0.09
H 1.04 -1.58 -1.45

=====

2.
Molecular formula: C40H55BNO22S
Method: DFT, the ωB97M-V functional and the def2-TZVPD basis

The value obtained for the LUMO energy is -5.552 eV. The value obtained for the orbital gap is 4.91 eV. As for the total charge: +1. The total energy is -3689.75611 Ha. As for the molecular weight: 944.74 g/mol. Its HOMO energy is -10.460 eV.

Cartesian coordinates (Å):
C -1.14 3.17 -2.51
B 0.05 3.35 -1.39
O 0.95 4.47 -1.53
C 0.07 2.25 -0.19
C 0.41 0.75 -0.39
N 0.41 -0.24 0.68
C 0.74 -1.63 0.25
O 0.14 -1.98 -1.05
C -1.28 -2.15 -0.76
C -2.39 -1.07 -1.19
O -1.72 -3.19 -0.18
C 0.10 0.14 2.07
S 0.17 -1.16 3.39
C -1.32 -2.27 3.08
O 1.37 -2.09 3.25
O 0.22 -0.62 4.79
C -0.29 1.64 2.38
C -0.70 2.16 3.84
C -2.18 1.52 4.13
C -3.31 2.65 3.95
C -4.50 2.24 2.97
C -4.39 2.40 1.42
C -5.55 2.04 0.43
C -6.89 1.52 1.03
C -7.00 1.35 2.57
C -5.85 1.70 3.56
C -0.32 2.72 1.24
C -0.71 4.24 1.43
O -1.76 4.79 1.05
O 0.24 5.04 2.16
H -1.18 4.03 -3.26
H -2.17 3.10 -1.98
H -1.01 2.18 -3.09
H 0.36 5.27 -1.46
H 0.69 0.44 -1.46
H 1.88 -1.67 0.05
H 0.42 -2.45 0.96
H -2.80 -0.47 -0.30
H -1.94 -0.39 -2.00
H -3.29 -1.63 -1.64
H -2.02 -1.74 2.33
H -1.88 -2.37 4.06
H -1.01 -3.27 2.60
H -0.82 3.29 3.92
H 0.07 1.86 4.66
H -2.36 0.60 3.45
H -2.18 1.10 5.21
H -3.78 2.86 4.98
H -2.91 3.66 3.57
H -3.43 2.81 0.92
H -5.47 2.17 -0.71
H -7.77 1.26 0.32
H -8.01 0.98 2.98
H -5.95 1.58 4.69
H 0.19 5.95 1.81
C 3.66 -1.50 5.68
C 4.89 -2.27 6.12
C 4.98 -3.65 5.54
O 5.72 -4.35 6.54
C 5.49 -3.72 7.72
O 5.79 -4.15 8.79
O 4.85 -2.53 7.52
H 3.66 -0.51 6.13
H 3.63 -1.40 4.59
H 2.75 -2.00 6.02
H 5.79 -1.68 5.91
H 5.50 -3.67 4.59
H 4.01 -4.14 5.43
C 3.69 4.50 -3.08
C 4.36 3.17 -3.32
C 5.73 3.28 -3.92
O 5.85 2.05 -4.64
C 4.58 1.67 -4.97
O 4.32 0.79 -5.74
O 3.65 2.42 -4.31
H 2.70 4.36 -2.64
H 4.28 5.13 -2.41
H 3.54 5.04 -4.02
H 4.37 2.58 -2.40
H 6.51 3.35 -3.16
H 5.84 4.11 -4.62
C 0.97 2.25 -7.82
C 0.44 1.84 -6.47
C -0.13 0.46 -6.43
O -1.10 0.56 -5.39
C -1.49 1.86 -5.34
O -2.44 2.26 -4.72
O -0.68 2.65 -6.10
H 1.38 3.26 -7.78
H 1.76 1.57 -8.16
H 0.17 2.26 -8.57
H 1.22 1.98 -5.70
H 0.62 -0.29 -6.19
H -0.64 0.17 -7.36
C -6.90 -0.56 -5.13
C -6.84 0.21 -3.83
C -6.02 -0.45 -2.76
O -6.62 0.02 -1.57
C -7.92 0.31 -1.87
O -8.77 0.55 -1.06
O -8.12 0.28 -3.22
H -7.51 -0.03 -5.86
H -5.90 -0.72 -5.54
H -7.37 -1.54 -4.98
H -6.50 1.24 -4.02
H -4.96 -0.16 -2.81
H -6.08 -1.54 -2.78
C 5.14 -8.07 3.24
C 5.09 -7.02 2.14
C 6.40 -6.82 1.44
O 6.31 -5.47 1.01
C 5.48 -4.84 1.88
O 5.33 -3.64 1.93
O 4.83 -5.73 2.68
H 4.16 -8.17 3.71
H 5.45 -9.04 2.85
H 5.84 -7.77 4.03
H 4.29 -7.26 1.43
H 6.52 -7.49 0.58
H 7.27 -6.93 2.09

=====

3.
Molecular formula: C37H71NO2P2SSi3Ti
Method: DFT, the ωB97M-V functional and the def2-TZVPD basis

The value obtained for the LUMO energy (alpha / beta) is 1.854 / 1.854 eV. The value obtained for the orbital gap (alpha / beta) is 4.59 / 4.64 eV. As for the total charge: -1. The total energy is -4456.59317 Ha. As for the multiplicity: 2. As for the molecular weight: 788.12 g/mol. Its HOMO energy (alpha / beta) is -2.736 / -2.788 eV. The relative energy (zero: lowest compared OMol25 entry of this formula, charge and spin) comes out at 33.6 kcal per mole.

Cartesian coordinates (Å):
Ti 0.05 0.03 -0.19
C 1.23 -3.51 -3.45
C 0.56 -3.50 -2.07
C 1.59 -3.11 -1.02
P -0.81 -2.25 -1.97
C -1.96 -2.78 -3.37
C -3.35 -2.20 -3.19
C -2.11 -4.29 -3.59
C -1.80 -2.72 -0.52
C -2.16 -4.05 -0.33
C -3.25 -4.42 0.44
C -4.05 -3.40 0.94
C -3.69 -2.08 0.81
C -2.47 -1.68 0.19
N -1.94 -0.42 0.21
C -2.67 0.70 0.69
C -3.45 0.69 1.86
C -4.07 1.84 2.32
C -3.92 3.04 1.64
C -3.10 3.08 0.53
C -2.47 1.93 0.04
P -1.26 1.99 -1.33
C -1.10 3.80 -1.87
C -2.30 4.38 -2.62
C 0.17 4.11 -2.65
C -2.75 1.41 -2.64
C -2.18 1.20 -4.03
C -4.19 1.92 -2.70
H 1.97 -4.31 -3.50
H 1.76 -2.57 -3.60
H 0.53 -3.65 -4.28
H 0.18 -4.50 -1.86
H 2.05 -2.16 -1.28
H 2.38 -3.87 -0.95
H 1.14 -3.01 -0.03
H -1.51 -2.34 -4.27
H -3.82 -2.61 -2.29
H -3.98 -2.47 -4.04
H -3.35 -1.12 -3.10
H -2.69 -4.73 -2.78
H -1.16 -4.82 -3.65
H -2.65 -4.47 -4.52
H -1.59 -4.83 -0.84
H -3.50 -5.46 0.59
H -4.97 -3.64 1.47
H -4.36 -1.33 1.21
H -3.51 -0.19 2.46
H -4.66 1.79 3.23
H -4.40 3.94 2.00
H -2.93 4.02 0.03
H -1.02 4.32 -0.91
H -2.40 3.94 -3.62
H -2.16 5.46 -2.75
H -3.24 4.21 -2.10
H 0.17 3.63 -3.63
H 1.06 3.80 -2.11
H 0.24 5.19 -2.81
H -2.78 0.44 -2.14
H -2.16 2.14 -4.61
H -2.75 0.48 -4.64
H -1.16 0.83 -3.97
H -4.29 2.80 -3.34
H -4.57 2.18 -1.71
H -4.87 1.15 -3.11
C 3.06 0.82 0.69
O 2.01 -0.10 0.91
Si 2.27 -1.31 2.14
C 3.20 -0.36 3.50
C 3.65 -2.40 1.41
C 0.71 -2.07 2.53
Si 0.76 -3.87 2.89
C 0.96 -5.11 1.46
C -0.80 -4.52 3.74
C 2.18 -4.36 4.06
Si -0.25 -1.13 3.79
C -0.27 0.74 3.48
C -2.07 -1.62 3.99
C 0.40 -1.35 5.58
H 3.10 1.56 1.49
H 2.88 1.34 -0.25
H 4.02 0.30 0.63
H 4.13 0.07 3.13
H 3.45 -1.08 4.28
H 2.62 0.44 3.96
H 4.54 -2.36 2.05
H 3.94 -2.03 0.42
H 3.37 -3.44 1.30
H 0.16 -5.01 0.73
H 0.87 -6.11 1.91
H 1.91 -5.08 0.94
H -1.70 -4.29 3.17
H -0.93 -4.14 4.75
H -0.71 -5.61 3.81
H 3.15 -4.29 3.57
H 2.06 -5.40 4.40
H 2.21 -3.72 4.95
H -1.07 1.01 2.79
H 0.65 1.15 3.08
H -0.48 1.25 4.42
H -2.52 -1.97 3.06
H -2.62 -0.74 4.34
H -2.19 -2.40 4.74
H 1.42 -1.00 5.71
H 0.35 -2.39 5.89
H -0.25 -0.78 6.25
C 0.16 2.14 0.00
H -0.13 2.56 0.97
H 1.12 2.55 -0.33
C 1.41 0.06 -4.44
S 1.45 1.09 -2.97
C 3.14 1.67 -3.17
O 1.55 0.13 -1.82
H 2.30 -0.55 -4.52
H 1.30 0.71 -5.31
H 0.53 -0.57 -4.34
H 3.24 2.18 -4.13
H 3.83 0.82 -3.10
H 3.34 2.37 -2.36

=====

4.
Molecular formula: C47H100F6N6O4S2
Method: DFT, the ωB97M-V functional and the def2-TZVPD basis

The value obtained for the LUMO energy is -5.710 eV. The value obtained for the orbital gap is 7.77 eV. As for the total charge: +4. The total energy is -3874.46390 Ha. As for the molecular weight: 991.48 g/mol. Its HOMO energy is -13.476 eV. The relative energy (zero: lowest compared OMol25 entry of this formula, charge and spin) comes out at 0.0 kcal per mole.

Cartesian coordinates (Å):
C -6.91 -0.26 -7.93
C -5.74 -1.10 -8.35
C -4.41 -0.48 -7.96
N -3.11 -1.26 -8.51
C -1.84 -0.36 -8.16
C -1.74 0.89 -9.02
C -1.62 0.42 -10.53
C -2.89 -0.36 -10.88
C -3.18 -1.60 -10.02
C -2.96 -2.62 -7.73
H -6.78 0.82 -8.05
H -7.15 -0.58 -6.92
H -7.73 -0.50 -8.62
H -5.83 -1.17 -9.43
H -5.90 -2.11 -7.97
H -4.30 -0.43 -6.87
H -4.36 0.47 -8.50
H -1.81 0.01 -7.13
H -1.03 -1.09 -8.23
H -2.61 1.55 -8.95
H -0.82 1.39 -8.70
H -1.50 1.26 -11.22
H -0.84 -0.33 -10.69
H -3.75 0.30 -10.70
H -2.98 -0.69 -11.92
H -4.05 -2.21 -10.24
H -2.22 -2.11 -10.12
H -2.07 -3.15 -8.08
H -3.80 -3.23 -8.08
H -3.01 -2.44 -6.66
C -0.25 -7.54 -2.38
C -1.44 -7.25 -1.47
C -1.17 -6.75 -0.01
N -2.36 -6.86 0.98
C -2.55 -8.27 1.50
C -1.31 -8.79 2.37
C -1.00 -7.74 3.58
C -0.79 -6.38 3.09
C -1.95 -5.89 2.16
C -3.59 -6.27 0.33
H -0.50 -7.99 -3.34
H 0.45 -8.15 -1.80
H 0.25 -6.58 -2.54
H -2.01 -8.17 -1.38
H -2.16 -6.65 -2.03
H -1.03 -5.69 -0.21
H -0.27 -7.14 0.46
H -2.53 -8.88 0.60
H -3.55 -8.22 1.93
H -0.40 -8.90 1.78
H -1.60 -9.77 2.74
H -0.18 -8.01 4.23
H -1.88 -7.88 4.21
H 0.23 -6.30 2.71
H -0.94 -5.73 3.95
H -1.79 -4.86 1.85
H -2.88 -5.85 2.74
H -3.28 -5.29 -0.03
H -4.35 -6.12 1.10
H -4.01 -6.79 -0.53
C -9.58 -0.81 2.55
C -9.21 -1.22 4.00
C -9.32 -0.01 4.96
N -8.94 -0.24 6.46
C -7.62 -1.10 6.54
C -6.37 -0.51 5.93
C -6.11 0.83 6.65
C -7.33 1.79 6.70
C -8.70 1.09 7.18
C -10.09 -0.96 7.14
H -8.71 -0.43 2.02
H -10.41 -0.10 2.51
H -9.92 -1.62 1.89
H -8.25 -1.73 3.93
H -9.90 -2.03 4.24
H -10.30 0.43 5.12
H -8.60 0.75 4.66
H -7.87 -2.07 6.11
H -7.50 -1.29 7.61
H -6.49 -0.48 4.85
H -5.61 -1.27 6.09
H -5.31 1.25 6.04
H -5.68 0.59 7.62
H -7.55 2.25 5.73
H -7.14 2.58 7.43
H -9.60 1.67 7.01
H -8.80 0.86 8.24
H -10.94 -0.36 7.44
H -9.65 -1.38 8.05
H -10.58 -1.67 6.47
C 4.12 0.39 5.22
C 5.67 0.51 5.27
C 6.05 1.94 5.87
N 7.50 2.35 5.39
C 8.43 1.20 5.93
C 9.85 1.54 6.03
C 10.15 2.81 6.78
C 9.33 3.98 6.20
C 7.83 3.64 6.17
C 7.67 2.58 3.89
H 3.73 0.47 6.24
H 3.76 -0.61 4.97
H 3.62 1.21 4.70
H 6.16 0.34 4.31
H 5.93 -0.35 5.89
H 5.88 1.93 6.94
H 5.46 2.80 5.55
H 7.87 0.90 6.82
H 8.28 0.48 5.13
H 10.24 0.69 6.59
H 10.48 1.64 5.15
H 9.69 2.68 7.76
H 11.19 3.07 6.96
H 9.44 4.91 6.76
H 9.65 4.27 5.20
H 7.62 3.33 7.19
H 7.12 4.43 5.90
H 8.65 2.93 3.57
H 6.89 3.25 3.53
H 7.44 1.61 3.44
C 9.31 4.45 -2.29
C 7.82 4.44 -2.73
C 7.41 5.85 -3.16
N 5.89 6.19 -3.27
C 5.06 5.83 -1.96
C 3.66 6.53 -1.95
C 3.79 8.03 -2.16
C 4.41 8.34 -3.51
C 5.84 7.78 -3.57
C 5.28 5.44 -4.50
H 10.07 4.63 -3.05
H 9.71 3.47 -2.04
H 9.50 5.22 -1.54
H 7.32 4.06 -1.84
H 7.66 3.82 -3.61
H 7.86 6.07 -4.13
H 7.70 6.64 -2.47
H 5.76 6.10 -1.17
H 4.89 4.76 -1.84
H 3.16 6.46 -0.98
H 2.91 6.09 -2.61
H 4.32 8.36 -1.27
H 2.85 8.59 -2.09
H 4.60 9.41 -3.62
H 3.73 8.00 -4.29
H 6.48 8.23 -2.81
H 6.40 7.88 -4.50
H 6.00 5.56 -5.31
H 4.26 5.77 -4.69
H 5.17 4.39 -4.24
C 2.49 -2.11 -0.81
F 2.11 -2.26 0.40
F 3.70 -1.59 -0.84
F 2.49 -3.33 -1.33
S 1.25 -0.90 -1.76
O 2.01 0.35 -2.13
O 0.81 -1.69 -2.93
N -0.16 -0.84 -0.73
S -0.56 0.60 -0.95
O 0.21 1.44 0.00
O -0.59 1.08 -2.34
C -2.30 0.67 -0.21
F -2.99 1.72 -0.73
F -2.94 -0.42 -0.58
F -2.19 0.80 1.07

=====

What is the molecular weight in the fourth record? 991.48 g/mol

=====

Among the records above, which one has the highest total charge? C47H100F6N6O4S2